{
  "formula": "C9H15N2O",
  "method": "ωB97M-V with the def2-TZVPD basis set",
  "symbols": ["C", "C", "C", "N", "C", "O", "C", "N", "C", "C", "C", "C", "H", "H", "H", "H", "H", "H", "H", "H", "H", "H", "H", "H", "H", "H", "H"],
  "coordinates": [[5.946, 0.026, -0.063], [4.864, -0.504, 0.165], [3.537, -0.996, 0.361], [2.535, -0.247, -0.180], [1.164, 0.121, -0.293], [1.102, 1.383, -0.825], [-0.047, -0.519, 0.139], [-1.265, -0.134, 0.114], [-2.434, -0.976, 0.575], [-2.654, -1.972, -0.524], [-1.697, 1.199, -0.432], [-2.112, 2.087, 0.745], [6.826, 0.568, -0.033], [3.534, -2.005, 1.019], [2.993, 0.500, -0.664], [1.235, 1.568, -1.737], [-0.009, -1.516, 0.622], [-2.220, -1.296, 1.595], [-3.280, -0.311, 0.873], [-1.875, -2.796, -0.474], [-3.572, -2.441, -0.474], [-2.531, -1.433, -1.435], [-0.740, 1.747, -0.775], [-2.527, 1.034, -1.209], [-1.188, 2.458, 1.338], [-2.656, 2.980, 0.257], [-2.933, 1.476, 1.316]],
  "nbo_charge": [-0.068, -0.147, 0.028, -0.414, 0.280, -0.715, 0.099, -0.315, -0.223, -0.613, -0.270, -0.628, 0.250, 0.274, 0.437, 0.506, 0.226, 0.224, 0.232, 0.215, 0.237, 0.217, 0.261, 0.225, 0.235, 0.241, 0.206],
  "charge": 1,
  "smiles": "C#C/C=[NH+]/C(O)=C/N(CC)CC",
  "lumo_energy_ev": [-4.8, -4.5],
  "relative_energy_kcal_mol": 142.5,
  "e_tot_ha": -536.23815
}